No. 1
This record from the OMol25 dataset describes C7H12N3O2P in the gas phase. The level of theory is the ωB97M-V functional and the def2-TZVPD basis.

CARTESIAN COORDINATES (ANGSTROEM)
P (0.9834, -0.5220, 2.3837)
O (1.2706, -1.7108, 1.4795)
O (0.0942, -3.3373, -2.3888)
N (-0.3575, 0.0078, -1.4882)
N (0.8383, 1.3026, 0.1525)
N (-1.2248, 0.4471, 0.8352)
C (-0.0455, -2.1936, -2.3750)
C (-1.3155, -0.3234, -0.4100)
C (-0.5057, 1.6330, 0.5205)
C (0.9234, 0.1804, -0.7973)
C (-0.8607, -0.1694, 2.1475)
C (1.7121, 0.9633, 1.2837)
C (-0.3938, -0.9685, -2.6096)
H (-0.5735, 2.3729, 1.4768)
H (-0.1324, -0.4038, -3.4188)
H (-2.3061, -0.2614, -0.8687)
H (1.6832, 0.3426, -1.4976)
H (-0.6079, 0.9308, -1.7834)
H (1.1123, -0.8282, -0.3224)
H (2.8313, 0.5555, 0.9778)
H (-1.1738, -1.3940, -0.3347)
H (1.7633, 1.8080, 1.9949)
H (-1.4249, -1.0991, 2.3719)
H (-1.0135, 2.0801, -0.2629)
H (-1.2765, 0.5874, 2.9333)

Force components x, y, z for each atom (eV/Å):
P 0.866 0.853 0.796
O -0.188 -1.116 -1.017
O 0.155 0.817 0.472
N -0.112 0.081 0.857
N 1.826 0.446 -1.253
N -1.340 -1.431 -0.883
C 0.119 -3.183 -0.718
C -1.947 -1.311 1.319
C 0.546 0.352 4.088
C 0.314 -1.207 1.614
C -0.452 1.319 0.576
C 0.929 -1.448 1.368
C -0.219 3.032 2.797
H 0.551 -1.651 -2.391
H 0.494 0.294 -2.811
H -0.135 0.490 -0.111
H 1.181 0.462 -1.255
H -0.324 0.569 -1.084
H -0.085 0.869 0.203
H -2.940 1.319 0.504
H 0.147 -0.294 1.055
H 0.339 -0.020 -0.687
H 0.332 0.414 -0.561
H -0.930 1.469 -1.645
H 0.873 -1.123 -1.231

Values from the calculation:
- Frontier orbital gap: 4.5 eV
- Energy above the lowest of the compared OMol25 structures with the same formula, charge and spin: 303.1 kJ/mol
- SMILES string: O=C=C[NH+]1CN2CN(C1)CP([O-])C2
- E_LUMO: -1.36 eV
- Total energy: -929.82510 a.u.

No. 2
This record from the OMol25 dataset describes C2H5N5 as an isolated structure. The level of theory is the ωB97M-V functional and the def2-TZVPD basis.

CARTESIAN COORDINATES (ANGSTROEM)
N (-1.9328, -1.6409, -0.2410)
N (0.6158, -1.2919, 0.7767)
N (0.6135, -1.7260, 1.8859)
N (0.0351, 1.0786, 0.1462)
N (-0.4668, 0.2074, -0.6483)
C (0.7337, 2.1350, -0.5540)
C (-0.9068, -0.9387, -0.2081)
H (1.4826, 2.5429, 0.1247)
H (1.1966, 1.7929, -1.4839)
H (0.0237, 2.9400, -0.7697)
H (0.6001, -2.7669, 1.9569)
H (-1.9947, -2.3324, -0.9853)

Force components x, y, z for each atom (eV/Å):
N 0.930 0.184 -0.183
N 1.495 -0.389 2.561
N 0.336 -0.075 -0.962
N 0.544 -0.563 -0.236
N -0.810 0.382 0.920
C 0.004 0.170 -0.042
C -2.235 0.895 -2.665
H 0.018 -0.045 -0.079
H -0.060 0.052 0.055
H 0.029 -0.015 -0.086
H -0.277 -0.170 0.128
H 0.027 -0.425 0.589

Values from the calculation:
- Frontier orbital gap (spin up / spin down): 7.8 / 6.9 eV
- Energy above the lowest of the compared OMol25 structures with the same formula, charge and spin: 711.4 kJ/mol
- E_LUMO (spin up / spin down): -0.80 / -0.47 eV
- Total energy: -352.74383 a.u.

No. 3
This record from the OMol25 dataset describes C4H5LaLiO6 as an isolated structure. The level of theory is the ωB97M-V functional and the def2-TZVPD basis.

CARTESIAN COORDINATES (ANGSTROEM)
La (-0.4546, -0.3434, -2.7339)
O (-0.2906, -1.2652, 1.2617)
O (-0.7504, 2.2477, 0.3147)
O (1.5094, 0.1206, 1.1485)
O (-0.5571, 0.2329, 3.4756)
O (0.0039, 1.5571, -1.6269)
O (0.8725, -1.1373, -0.6613)
C (0.3661, -0.8487, 3.5922)
C (-0.3019, 1.3061, -0.3985)
C (0.6655, -0.5555, 0.4738)
C (0.0909, -1.8622, 2.4836)
Li (-0.0211, 1.2583, 1.8608)
H (0.2335, -1.3582, 4.5573)
H (-0.7683, -2.4861, 2.7643)
H (1.3913, -0.4662, 3.5243)
H (0.9787, -2.4996, 2.3476)
H (-0.6906, 0.6521, 4.3283)

Force components x, y, z for each atom (eV/Å):
La 1.484 0.407 3.088
O -0.809 0.488 -0.912
O 0.867 -0.882 0.065
O -1.230 -0.442 -0.686
O -0.215 0.383 -0.166
O 0.229 -0.207 -2.481
O -0.869 0.514 -1.473
C 0.565 -0.481 0.376
C -1.944 0.398 1.791
C 1.954 -0.704 0.977
C 0.166 0.361 -0.073
Li -0.076 -0.054 -0.449
H 0.025 0.133 -0.128
H 0.230 0.138 -0.118
H -0.235 -0.109 -0.012
H -0.188 0.116 0.109
H 0.044 -0.061 0.092

Values from the calculation:
- Frontier orbital gap (spin up / spin down): 5.4 / 5.8 eV
- Multiplicity: 2
- Expectation value of S²: 0.752
- Energy above the lowest of the compared OMol25 structures with the same formula, charge and spin: 0.0 kJ/mol
- E_LUMO (spin up / spin down): -0.50 / -0.78 eV
- Total energy: -645.95791 a.u.